No. 1
{
  "formula": "C13H16LuN2PSe",
  "method": "ωB97M-V/def2-TZVPD",
  "elements": ["C", "C", "C", "C", "C", "Lu", "P", "H", "H", "H", "H", "H", "H", "H", "H", "C", "N", "C", "Se", "N", "C", "C", "C", "C", "C", "C", "H", "H", "H", "H", "H", "H", "H", "H"],
  "positions_angstrom": [[-3.1821, 3.2561, -0.6914], [-2.4312, 4.5725, -0.7120], [-1.9317, 4.7243, -2.0264], [-2.1080, 3.5282, -2.7395], [-2.9237, 2.6107, -1.9034], [-1.0003, 2.8064, -0.8747], [-1.4968, 1.1040, 1.2943], [-3.4894, 3.0447, 0.3871], [-2.1728, 5.2406, 0.1625], [-1.3040, 5.5869, -2.4161], [-3.1074, 1.6554, -2.4811], [-1.7151, 3.2476, -3.7358], [-2.3278, -0.1310, 1.3050], [-2.3671, 1.7478, 2.2191], [-0.5329, 0.7744, 2.3385], [-0.3929, -2.8866, -0.8798], [0.6224, -2.0054, -0.2595], [0.8452, -0.6875, -0.5613], [-0.1690, 0.3153, -1.7588], [1.9069, -0.3188, 0.2055], [2.3050, -1.3287, 1.0988], [3.4839, -1.5927, 1.8064], [3.7760, -2.9265, 2.1606], [2.9446, -4.0063, 1.7898], [1.7699, -3.7490, 1.0667], [1.4570, -2.4177, 0.7970], [-1.4173, -2.5727, -0.5733], [-0.2105, -3.9455, -0.5986], [-0.3234, -2.7968, -1.9724], [2.2764, 0.6455, 0.1099], [4.1734, -0.7770, 2.0809], [4.6999, -3.1566, 2.7025], [3.2132, -5.0369, 2.0318], [1.1293, -4.5244, 0.6275]],
  "atomic_forces_ev_per_a": [[-0.15, 3.02, 3.58], [-1.43, 0.31, -0.49], [1.09, 1.43, -0.28], [-0.98, -0.25, -0.73], [-0.41, -1.30, -3.77], [5.26, -1.34, 2.20], [-0.61, -0.39, 1.28], [-0.27, -0.61, -2.12], [-0.85, -0.87, -1.19], [-0.86, -1.20, 0.74], [-0.66, 0.95, 1.68], [-0.56, 0.48, 0.70], [0.78, 0.54, 0.05], [0.19, -0.05, -0.16], [-0.60, -0.12, -0.85], [-0.15, 0.45, 0.07], [-0.82, -0.34, 0.31], [-0.29, -0.80, -0.03], [0.72, -1.21, -0.12], [0.28, 1.64, 0.48], [-0.10, -1.16, -0.96], [0.31, 0.11, 0.48], [-0.28, 0.16, -0.05], [-0.56, 0.56, -0.23], [0.28, -0.01, 0.55], [0.64, 0.08, -1.63], [0.72, -0.25, -0.14], [-0.13, 0.94, -0.13], [0.00, 0.01, 0.35], [-0.34, -1.07, 0.41], [-0.34, -0.56, -0.28], [-0.40, 0.27, -0.19], [0.01, 0.42, -0.07], [0.54, 0.17, 0.55]],
  "energy_ha": -4592.58191,
  "homo_energy_ev": [-3.99, -3.93]
}

No. 2
{
  "formula": "C11H12LuN2P",
  "method": "ωB97M-V/def2-TZVPD",
  "elements": ["C", "C", "C", "C", "C", "Lu", "P", "H", "H", "H", "H", "H", "H", "H", "H", "N", "C", "C", "C", "C", "N", "C", "C", "H", "H", "H", "H"],
  "positions_angstrom": [[-0.5843, 0.3443, -3.3310], [-1.2883, 1.5948, -3.2667], [-0.4229, 2.6553, -2.9291], [0.8672, 2.0879, -2.8176], [0.8556, 0.6679, -3.0403], [0.2696, -1.2840, -0.6375], [-0.4115, -3.6769, -1.1141], [-0.8940, -0.5744, -3.8516], [-2.3373, 1.7696, -3.4817], [-0.7394, 3.6110, -2.4549], [1.6866, 0.0052, -3.3104], [1.7392, 2.7147, -2.6747], [0.9544, -4.0408, -1.6632], [-1.5425, -3.9802, -2.0262], [-0.5633, -3.8698, 0.3700], [-0.4473, 0.0538, 6.4168], [-0.2109, 0.0442, 5.2498], [0.0566, 0.0921, 3.8263], [0.8693, -0.8954, 3.2039], [0.9746, -0.8378, 1.8153], [0.3723, 0.2049, 1.0430], [-0.2833, 1.2178, 1.7250], [-0.4555, 1.1766, 3.0988], [1.4177, -1.6354, 3.8234], [1.6437, -1.5250, 1.2651], [-0.5892, 2.0652, 1.1139], [-0.9371, 2.0143, 3.6475]],
  "atomic_forces_ev_per_a": [[1.15, 0.80, 0.31], [-0.13, -0.73, 0.16], [0.25, -1.28, 1.06], [0.43, -0.39, 0.07], [-1.87, 0.44, 0.00], [0.65, 4.51, -0.50], [-0.09, -0.99, -0.57], [-0.01, 0.52, 0.27], [0.00, -0.39, 0.15], [0.37, -0.58, -1.10], [-0.21, 0.46, 0.08], [0.16, -0.32, 0.29], [-1.58, -0.04, 1.00], [0.67, -0.40, 0.95], [0.20, -0.69, -1.74], [0.78, -0.10, -3.91], [-0.40, 0.04, 2.93], [0.44, -1.10, 1.81], [-0.10, 0.04, -0.72], [-0.39, 0.86, 1.00], [0.04, -1.39, -0.16], [0.27, -0.28, 1.03], [-0.38, 1.34, -1.61], [-0.55, 0.50, -0.67], [0.05, 0.20, 0.36], [-0.06, -0.25, 0.16], [0.32, -0.75, -0.64]],
  "relative_energy_kj_mol": 193.03,
  "energy_ha": -2112.45860,
  "homo_energy_ev": [-6.17, -6.60]
}

No. 3
{
  "formula": "C25H33AuN5S3",
  "method": "ωB97M-V/def2-TZVPD",
  "elements": ["Au", "S", "C", "N", "C", "C", "N", "C", "C", "C", "C", "C", "C", "C", "C", "S", "C", "C", "C", "C", "C", "C", "C", "H", "H", "H", "H", "H", "H", "H", "H", "H", "H", "H", "H", "H", "H", "H", "H", "H", "H", "S", "C", "C", "N", "C", "H", "H", "H", "C", "C", "C", "C", "N", "N", "H", "H", "H", "H", "H", "H", "H", "H", "H", "H", "H", "H"],
  "positions_angstrom": [[-7.6502, -17.6935, -4.4740], [-8.0551, -17.6632, -6.8174], [-7.7635, -19.3804, -7.2019], [-7.8503, -19.7380, -8.5415], [-7.4450, -21.0991, -8.9043], [-7.8210, -22.1436, -7.9033], [-7.6506, -21.7346, -6.4940], [-8.1063, -22.7254, -5.4665], [-9.5845, -22.7050, -5.0936], [-10.0672, -23.9807, -4.6650], [-11.3761, -24.1854, -4.3363], [-12.2557, -23.0903, -4.3434], [-11.8633, -21.9171, -4.8807], [-10.5042, -21.6876, -5.2732], [-7.7365, -20.4130, -6.1886], [-7.7729, -20.0767, -4.5222], [-7.7646, -18.7812, -9.6830], [-8.9333, -18.9047, -10.7204], [-8.7159, -19.3337, -12.0284], [-9.7811, -19.5847, -12.8596], [-11.0248, -19.1414, -12.4352], [-11.2371, -18.6253, -11.1658], [-10.2257, -18.5769, -10.2903], [-6.3239, -21.1894, -9.0196], [-7.9434, -21.3921, -9.8326], [-7.2881, -23.0566, -7.9628], [-8.8876, -22.4333, -8.0467], [-7.3978, -22.6716, -4.5887], [-7.9661, -23.6798, -5.9747], [-9.3349, -24.7826, -4.6340], [-11.6052, -25.0969, -3.8102], [-13.2752, -23.3069, -4.0689], [-12.5932, -21.0694, -5.0527], [-10.2585, -20.6388, -5.5733], [-6.7888, -18.9523, -10.1646], [-7.7322, -17.7312, -9.2273], [-7.6920, -19.5533, -12.3078], [-9.6653, -20.0765, -13.8041], [-11.8621, -19.2251, -13.1928], [-12.2410, -18.4108, -10.7920], [-10.3578, -18.2946, -9.2646], [-7.7533, -14.5983, -1.3847], [-6.3759, -15.5307, -1.0857], [-6.1979, -16.5744, -1.9432], [-7.3379, -16.7625, -2.6784], [-8.2870, -15.8378, -2.4291], [-5.6782, -15.3595, -0.2764], [-5.3940, -17.3120, -2.1223], [-9.2545, -15.9638, -2.8371], [-9.4050, -10.6369, -7.9082], [-7.9034, -10.8574, -8.2095], [-7.2429, -11.8460, -7.1587], [-7.2435, -9.4213, -8.0742], [-7.6086, -11.5092, -9.5119], [-7.7719, -10.6232, -10.6672], [-9.5458, -10.4784, -6.8607], [-9.9257, -11.5919, -8.1662], [-9.7338, -9.7805, -8.4813], [-7.4916, -11.4105, -6.1745], [-6.1322, -11.7892, -7.3194], [-7.5737, -12.8681, -7.2304], [-7.4268, -8.9802, -7.1355], [-7.5999, -8.7232, -8.8372], [-6.1855, -9.3677, -8.2506], [-6.5876, -11.5821, -9.4092], [-8.6188, -10.0329, -10.4451], [-8.0179, -11.2457, -11.4077]],
  "atomic_forces_ev_per_a": [[0.10, 0.25, -0.79], [0.61, -2.31, -0.44], [-1.65, 3.25, -3.63], [0.94, -0.16, 2.13], [1.40, -0.66, -0.15], [-2.19, -0.03, 1.40], [-1.37, 1.58, -0.37], [1.07, 0.15, -0.36], [-0.39, -0.77, -0.38], [1.02, 0.95, -0.63], [0.51, 0.73, 1.33], [-0.52, -1.89, -0.39], [0.43, 2.54, -1.11], [-0.84, 0.69, 0.61], [0.83, -2.27, 2.94], [0.12, -0.83, -0.99], [-0.48, 1.51, 0.05], [0.78, 0.15, 1.14], [1.03, -0.47, 1.26], [-0.59, 0.81, 0.32], [-1.39, -0.45, -1.91], [-2.12, -0.46, -0.66], [2.38, -0.12, 0.81], [-0.99, 0.65, -0.25], [0.29, 0.34, -0.06], [0.87, -0.74, -0.74], [0.39, 0.26, 0.22], [-0.91, -0.03, -0.89], [0.29, -0.08, 0.19], [-0.20, -0.09, 0.18], [-0.49, -0.33, -0.39], [-0.22, 0.38, 0.17], [0.91, -1.14, 0.43], [-0.06, -1.27, 0.06], [-0.31, -0.06, 0.07], [-0.13, -1.57, -0.75], [-0.03, -0.14, -0.21], [0.11, 0.07, -0.40], [0.86, 0.07, 1.27], [0.21, 0.16, -0.49], [-0.21, 0.22, 0.38], [-0.70, -1.17, 0.36], [2.33, -0.29, 0.42], [-1.08, -0.36, -0.19], [-1.60, 1.77, 0.41], [2.21, -0.79, 0.03], [-0.06, 0.66, -0.21], [-0.42, 0.85, 0.67], [-0.70, 0.46, -0.47], [0.82, -1.93, -1.21], [0.72, 0.44, 0.83], [0.38, 2.24, -0.41], [-0.22, -0.92, -1.52], [0.58, 0.43, 0.68], [-0.95, 1.20, 1.37], [-0.07, 0.38, 0.65], [0.01, 0.92, -0.02], [-0.57, 0.02, -0.06], [0.34, -0.48, -0.20], [-0.92, -0.21, 0.35], [-0.29, -0.28, -0.17], [-0.39, 0.39, 1.30], [-0.47, -0.21, 0.07], [0.78, -0.59, 0.09], [-0.41, -0.24, -0.52], [1.15, -0.92, -0.65], [-0.47, -0.24, -0.56]],
  "charge": 1,
  "energy_ha": -2576.14217,
  "homo_energy_ev": -9.77
}

No. 4
{
  "formula": "C2H8NO",
  "method": "ωB97M-V/def2-TZVPD",
  "elements": ["N", "H", "H", "H", "H", "C", "C", "O", "H", "H", "H", "H"],
  "positions_angstrom": [[-0.1824, 0.6343, 1.9287], [-0.5795, 0.8959, 1.0115], [0.7300, 1.0854, 1.9683], [-0.0792, -0.3851, 1.9371], [-0.8855, 0.9512, 2.5926], [-0.8403, 0.2191, -1.4887], [0.4070, -0.0388, -1.1055], [0.6389, -0.9135, -0.0732], [-1.0268, 0.8490, -2.3449], [-1.6433, -0.4029, -1.1092], [1.2482, 0.5097, -1.5130], [1.1439, -1.7033, -0.2821]],
  "atomic_forces_ev_per_a": [[-0.82, 0.12, -0.86], [0.23, -0.36, -0.20], [-0.01, 0.07, 0.53], [0.08, 0.13, -0.12], [0.45, 0.14, 0.61], [0.42, -0.69, -0.16], [-0.66, 0.41, -0.51], [-0.03, -0.12, 0.90], [-0.05, 0.33, 0.22], [-0.11, 0.15, 0.03], [0.26, -0.26, 0.01], [0.24, 0.07, -0.46]],
  "relative_energy_kj_mol": 106.80,
  "charge": 1,
  "energy_ha": -210.71243,
  "homo_energy_ev": -14.04
}